1.
The following is a quantum chemistry calculation of a single C13H11NO3 molecule, from OMol25.

Each line ends with the Mulliken charge.
Atoms and positions in Å:
C: 0.087 2.979 1.234  -0.86
N: 0.303 1.493 0.861  0.10
C: 1.531 0.886 0.696  -0.07
C: 2.837 1.217 1.119  -0.59
C: 3.864 0.268 1.020  -0.82
C: 3.504 -1.040 0.579  -0.42
C: 2.221 -1.385 0.180  -0.61
C: 1.259 -0.376 0.183  0.75
C: -0.114 -0.427 -0.251  1.03
O: -0.733 -1.406 -1.005  -0.49
C: -2.065 -1.151 -1.288  0.33
C: -2.779 -2.028 -2.268  -0.32
O: -2.745 -3.446 -1.967  -0.52
C: -2.786 -0.136 -0.705  -0.41
C: -2.147 0.780 0.209  0.23
O: -2.742 1.552 0.926  -0.64
C: -0.682 0.651 0.323  -0.24
H: 1.087 3.499 1.418  0.29
H: -0.659 3.025 2.034  0.33
H: -0.417 3.560 0.476  0.31
H: 2.886 2.097 1.738  0.30
H: 4.779 0.471 1.459  0.45
H: 4.265 -1.776 0.506  0.41
H: 2.107 -2.437 -0.192  0.33
H: -2.402 -1.771 -3.278  0.30
H: -3.782 -1.655 -2.154  0.28
H: -2.777 -3.514 -0.992  0.34
H: -3.901 0.070 -0.857  0.23

Output
orbital gap = 8.4 eV
lowest unoccupied orbital energy = 0.2119 eV
structure (SMILES) = Cn1c2ccccc2c2oc(CO)cc(=O)c21
total charge = 0

=====

2.
The following is a quantum chemistry calculation of a molecular structure, C13H12AuF6N3O5S2, from OMol25.

Each line ends with the Mulliken charge.
Atoms and positions in Å:
Au: -0.570 -1.736 -0.085  0.43
F: -3.959 -5.496 0.408  -0.23
C: -3.822 -4.176 0.488  0.71
F: -5.023 -3.622 0.601  -0.20
F: -3.101 -3.879 1.570  -0.23
S: -2.964 -3.581 -1.035  1.09
O: -1.752 -4.333 -1.081  -0.63
O: -3.929 -3.644 -2.076  -0.57
N: -2.533 -2.047 -0.653  -0.38
S: -3.529 -0.772 -0.800  0.86
O: -2.839 0.288 -1.467  -0.56
O: -4.852 -1.141 -1.169  -0.59
C: -3.673 -0.187 0.953  0.73
F: -2.483 0.054 1.508  -0.18
F: -4.371 0.949 0.945  -0.23
F: -4.310 -1.083 1.696  -0.22
C: 3.193 2.394 -1.221  -1.01
N: 3.205 1.203 -0.390  0.11
N: 1.994 0.547 -0.180  0.63
C: 2.254 -0.769 0.088  0.58
O: 1.406 -1.615 0.477  -0.71
C: 3.653 -0.957 -0.088  -1.10
C: 4.181 0.257 -0.411  0.98
C: 5.579 0.614 -0.778  -1.49
C: 0.887 1.314 0.316  -0.91
C: -0.144 1.666 -0.537  0.40
C: -1.171 2.468 -0.056  -0.69
C: -1.157 2.896 1.262  -0.39
C: -0.126 2.519 2.115  -0.83
C: 0.904 1.724 1.643  -0.05
H: 2.395 3.050 -0.883  0.34
H: 3.040 2.150 -2.275  0.33
H: 4.141 2.909 -1.093  0.39
H: 4.174 -1.889 0.035  0.44
H: 6.223 -0.253 -0.655  0.36
H: 5.956 1.421 -0.150  0.35
H: 5.637 0.939 -1.818  0.32
H: -0.151 1.307 -1.558  0.50
H: -1.990 2.730 -0.710  0.38
H: -1.963 3.515 1.633  0.42
H: -0.128 2.842 3.147  0.40
H: 1.720 1.420 2.287  0.46

Output
orbital gap = 9.4 eV
lowest unoccupied orbital energy = 0.0375 eV
total charge = 0

=====

3.
The following is a quantum chemistry calculation of a single C13H12BF molecule, from OMol25.

Each line ends with the Mulliken charge.
Atoms and positions in Å:
F: -1.372 -3.458 0.798  -0.31
C: -0.277 -2.612 0.956  -0.35
B: -0.178 -1.044 0.327  0.24
C: -1.419 -0.160 -0.047  0.46
C: -1.365 1.212 -0.261  0.02
C: -2.473 2.040 -0.528  -0.64
C: -3.674 1.492 -0.431  -0.27
C: -3.860 0.098 -0.294  -0.61
C: -2.749 -0.675 0.008  -0.48
C: 1.269 -0.409 0.105  0.54
C: 2.016 -0.859 -0.967  -0.37
C: 3.261 -0.318 -1.164  -0.53
C: 3.725 0.783 -0.440  -0.27
C: 2.890 1.363 0.514  -0.54
C: 1.708 0.695 0.854  -0.49
H: 0.512 -3.182 0.402  0.21
H: -0.208 -2.443 2.061  0.27
H: -0.385 1.811 -0.567  0.10
H: -2.266 3.078 -0.914  0.30
H: -4.633 2.011 -0.644  0.28
H: -4.883 -0.243 -0.419  0.36
H: -2.812 -1.729 0.199  0.40
H: 1.713 -1.650 -1.682  0.32
H: 3.741 -0.511 -2.146  0.25
H: 4.629 1.381 -0.628  0.32
H: 3.374 2.175 1.110  0.30
H: 1.130 0.968 1.698  0.48

Output
orbital gap = 9.2 eV
lowest unoccupied orbital energy = -0.0690 eV
structure (SMILES) = FCB(c1ccccc1)c1ccccc1
total charge = 0